The following is a DFT calculation (the ωB97M-V functional and the def2-TZVPD basis) of H28HeO14 as an isolated structure at a distorted geometry.

Last column: Mulliken charge in e.
Element x y z (Å)
O -1.7542 -4.1046 -0.4296  -0.714
O 2.0637 -0.2974 3.4377  -0.661
O 3.3497 -1.6002 1.0598  -0.646
O -2.6421 -0.8040 -1.5752  -0.741
O -2.0976 1.8512 -2.1699  -0.819
O 2.4556 3.4523 -0.0457  -0.564
O 3.6449 1.0217 -2.1095  -0.607
O 0.4897 2.1541 -2.7644  -0.605
O -0.3581 -2.3691 -2.1771  -0.687
O 0.0712 1.6171 2.2976  -0.645
O 2.1874 -2.7655 -1.0777  -0.618
O -2.4697 -1.8735 0.9671  -0.797
O -2.1579 0.1226 3.0829  -0.694
O -1.5142 2.8696 0.2795  -0.702
He -0.1472 -0.1176 0.0229  0.016
H 2.8767 1.5225 -1.8353  0.326
H -0.7021 2.3961 0.4594  0.368
H -1.0344 -1.7356 -1.9373  0.327
H 4.0465 -1.1423 0.5896  0.282
H -1.2340 3.7672 0.1002  0.320
H -3.3263 -2.0442 1.3587  0.356
H -1.9040 2.2851 -1.3390  0.394
H 3.2107 3.8766 0.3618  0.288
H -3.5449 -0.8490 -1.8903  0.305
H -0.4260 2.1403 -2.4860  0.375
H -1.9964 -0.6326 2.5173  0.353
H -2.3190 0.9525 -1.9255  0.465
H 0.2132 2.4930 2.6567  0.335
H 1.3006 -2.8088 -1.4351  0.361
H -1.1846 -3.7069 -1.0881  0.412
H 2.0656 -2.5079 -0.1639  0.314
H 2.5273 0.4538 3.8080  0.287
H 3.9919 0.6510 -1.2981  0.273
H 0.7712 3.0573 -2.6188  0.288
H 1.2876 0.0800 3.0236  0.364
H -2.6746 -1.1866 -0.6984  0.456
H -1.2952 -4.9019 -0.1653  0.320
H -3.0924 0.3029 2.9814  0.281
H 2.9226 -0.9188 1.5790  0.352
H -0.4813 -2.5076 -3.1162  0.288
H 1.9509 3.1034 0.6890  0.277
H -2.2625 -2.6739 0.4847  0.359
H -0.8083 1.3776 2.5896  0.360

Output
Kohn-Sham gap: 9.66 eV
E_LUMO: -0.20 eV
M: 256.213 g/mol
energy relative to the best compared isomer or geometry (same formula, charge and spin): 16.11 kcal/mol



The following is a DFT calculation (the ωB97M-V functional and the def2-TZVPD basis) of H28HeO14 as an isolated structure at a distorted geometry.

Last column: Mulliken charge in e.
Element x y z (Å)
O 1.5054 -1.7747 -2.4474  -0.704
O 0.0854 1.2500 -3.6729  -0.694
O -1.8444 3.7398 1.1681  -0.638
O -1.9954 -2.3222 1.1248  -0.663
O -3.3890 0.1163 2.1051  -0.692
O 1.1605 3.2650 -2.0613  -0.623
O -1.0787 -2.8964 -1.6531  -0.665
O -1.0507 1.4214 2.5720  -0.739
O 2.0194 2.4796 0.5704  -0.589
O -1.3602 -1.0599 -3.6597  -0.683
O 3.3350 -0.1956 1.4923  -0.726
O 2.6422 -2.4338 0.0873  -0.814
O 1.1184 0.0534 2.9695  -0.692
O 0.6797 -3.7512 1.5473  -0.644
He -0.3134 0.3982 -0.2724  0.017
H 3.2434 -0.9390 0.8963  0.459
H -4.1338 0.3313 2.6665  0.284
H 2.9131 2.8029 0.4560  0.278
H 1.5444 0.6561 3.5790  0.332
H 2.6240 -0.3053 2.1237  0.376
H 1.2828 4.1994 -2.2293  0.274
H 3.5382 -2.6926 -0.1281  0.323
H -0.0580 -3.1430 1.5003  0.338
H -1.4248 -2.1763 -2.1802  0.316
H -2.6477 -2.6832 1.7252  0.275
H 2.2595 -2.1739 -0.7507  0.428
H -1.8639 0.9214 2.5013  0.374
H 0.3793 0.5500 2.6182  0.407
H -0.7918 1.5142 -3.3953  0.255
H -1.1139 2.0813 1.8814  0.338
H -2.1247 4.4865 1.6973  0.299
H -3.5843 0.5458 1.2723  0.324
H 1.4125 -3.2697 1.1633  0.402
H -2.6338 3.4677 0.7001  0.309
H 1.7731 -2.0685 -3.3182  0.306
H -2.2336 -0.6787 -3.5696  0.264
H -2.0655 -1.3741 1.2360  0.344
H 2.1233 1.6400 1.0181  0.331
H 1.0382 3.2055 -1.1138  0.329
H -1.4367 -2.7469 -0.7780  0.381
H 0.6702 1.8805 -3.2526  0.357
H -0.7839 -0.3088 -3.8012  0.462
H 0.5801 -2.0123 -2.3879  0.386

Output
Kohn-Sham gap: 8.87 eV
E_LUMO: -0.75 eV
M: 256.213 g/mol
energy relative to the best compared isomer or geometry (same formula, charge and spin): 14.57 kcal/mol



The following is a DFT calculation (the ωB97M-V functional and the def2-TZVPD basis) of H28KrO14 as an isolated structure.

Last column: Mulliken charge in e.
Element x y z (Å)
Kr -0.5885 -0.3901 0.1084  0.007
O 1.5254 2.6509 -0.2009  -0.520
O 2.2251 -2.6688 -0.2612  -0.672
O 3.1459 -0.0288 0.2416  -0.611
O 1.3826 1.6028 -2.8098  -0.746
O -3.4335 0.9813 2.8745  -0.603
O -0.7287 1.3631 3.9065  -0.582
O -1.2310 -2.4821 -3.0467  -0.675
O -1.4355 2.3356 -3.1336  -0.637
O 0.9647 -3.6178 2.3125  -0.635
O -2.9121 -2.8478 -0.6799  -0.586
O -1.1202 3.1755 0.8047  -0.619
O -3.1643 1.5373 -1.1238  -0.643
O 2.0709 0.8428 2.7461  -0.605
O 1.1993 -1.2994 -2.6063  -0.690
H -3.8262 1.6382 3.4494  0.287
H -0.6005 1.9792 -2.8303  0.331
H 2.1520 1.6229 -3.3789  0.251
H 3.0310 -2.9547 0.1689  0.274
H -1.4565 2.6576 0.0734  0.249
H 2.6177 0.4756 0.8602  0.355
H 1.8443 2.3736 -1.0598  0.285
H 2.5973 0.4917 3.4643  0.275
H -2.4007 -3.1327 0.0774  0.271
H -0.0598 0.6993 3.7387  0.329
H 1.9239 -1.7470 -3.0430  0.287
H 0.1401 -3.6864 1.8313  0.307
H -2.4925 1.1489 2.9261  0.354
H 1.2070 0.6713 -2.6767  0.428
H -0.3885 -2.0292 -3.0838  0.362
H 2.6489 -0.8350 0.1033  0.355
H 1.5390 -2.8218 0.3885  0.348
H -2.0471 2.1548 -2.4197  0.437
H -2.2759 -2.7958 -1.3932  0.361
H 1.7736 1.6963 3.0615  0.291
H 1.1800 -4.5198 2.5496  0.314
H -3.3372 0.7206 -1.5922  0.294
H -0.1784 3.0046 0.8068  0.345
H -1.0215 -3.3951 -3.2438  0.295
H 1.4009 -1.3702 -1.6732  0.326
H -3.9440 1.6752 -0.5860  0.272
H 2.3066 2.9625 0.2561  0.276
H -0.2336 2.1608 4.0930  0.255

Output
Kohn-Sham gap: 9.69 eV
E_LUMO: -0.33 eV
M: 336.010 g/mol
energy relative to the best compared isomer or geometry (same formula, charge and spin): 26.38 kcal/mol